Entry 1:
Below is an isolated molecule of C4H6N2, with properties calculated with the ωB97M-V functional and the def2-TZVPD basis.

The geometry in ORCA input format:
```
! wB97M-V def2-TZVPD RIJCOSX def2/J DEFGRID3
* xyz 0 1
N 2.520 0.346 2.135
C 1.438 0.264 1.733
C 0.203 -0.255 1.130
C -0.189 0.432 -0.204
C -0.297 -0.352 -1.457
N -1.499 0.098 -0.763
H 0.471 -1.290 0.974
H -0.652 -0.238 1.814
H 0.129 1.469 -0.306
H -0.132 -1.425 -1.411
H -0.011 0.121 -2.394
H -1.908 0.897 -1.245
*
```

SMILES string: N#CC[C@H]1CN1
relative energy (zero: lowest compared OMol25 entry of this formula, charge and spin): 40.7 kcal/mol
HOMO-LUMO gap: 11.09 eV

Atom charges from the natural (NBO) analysis, given in e for atoms 1 to 8: -0.318 0.281 -0.519 -0.079 -0.254 -0.586 0.254 0.259

---

Entry 2:
Below is a structure of composition C4H6N2, with properties calculated with the ωB97M-V functional and the def2-TZVPD basis.

The geometry in ORCA input format:
```
! wB97M-V def2-TZVPD RIJCOSX def2/J DEFGRID3
* xyz 2 1
C -0.888 1.549 -0.052
C -1.080 -0.939 -0.112
C -0.675 2.812 0.075
C 1.517 -1.566 0.294
N -1.042 0.271 0.066
N 0.595 -1.767 -0.614
H -1.523 -1.890 0.086
H -1.264 3.384 0.806
H -0.208 3.565 -0.553
H 2.427 -2.193 0.128
H 1.539 -0.828 1.265
H 0.601 -2.399 -1.390
*
```

relative energy (zero: lowest compared OMol25 entry of this formula, charge and spin): 93.3 kcal/mol
HOMO-LUMO gap (spin up / spin down): 8.95 / 8.95 eV

Atom charges from the natural (NBO) analysis, given in e for atoms 1 to 8: 0.554 0.510 -0.341 0.094 -0.373 -0.505 0.306 0.363

---

Look up the relative energy (zero: lowest compared OMol25 entry of this formula, charge and spin) of the second one.
93.3 kcal/mol

---

Which of these has the highest relative energy (zero: lowest compared OMol25 entry of this formula, charge and spin)?
number 2

---

Among the records above, which one has the highest relative energy (zero: lowest compared OMol25 entry of this formula, charge and spin)?
number 2